Computed, not measured: a 2-piece molecular cluster, C3H8N2 overall in a non-equilibrium geometry, with ωB97M-V/def2-TZVPD.

Element x y z (Å)
H1 1.79219 -0.62055 -0.96742
N1 2.17735 0.26733 -1.33435
C1 3.38513 0.09394 -1.68566
N2 3.95059 0.81724 -2.70673
H2 4.15302 -0.71748 -1.43893
H3 4.55438 1.66294 -2.58821
H4 3.51898 0.92198 -3.60957
C2 -5.20661 -1.10133 2.93152
C3 -4.48065 -0.01941 2.97202
H5 -5.12012 -1.90295 3.75493
H6 -5.70983 -1.28556 2.00163
H7 -3.91786 0.15892 3.88052
H8 -4.35366 0.35146 1.94730

Cartesian forces, eV/Å:
H 0.4136 0.7887 0.7960
N -0.0044 -1.5034 -0.8153
C 0.4249 -1.1700 -0.0410
N 2.2550 2.9952 -1.5388
H -1.5395 0.5382 0.6904
H -0.5786 -1.5200 0.4892
H -0.9716 -0.1289 0.4198
C -0.0682 -2.4937 1.4129
C 0.7295 -0.1907 -0.5658
H -0.8750 1.4459 -1.2841
H -0.3656 -0.7288 -0.0740
H 0.3423 0.6939 -0.4822
H 0.2376 1.2734 0.9931

As for the SMILES: [H]/N=C/N.C=C. The energy relative to the best compared isomer or geometry (same formula, charge and spin) comes out at 350.2 kJ/mol. The calculation puts the calculated total energy at -6218.2170 eV. The orbital gap is 10.82 eV. The value obtained for the LUMO energy is 1.23 eV.

These are the Löwdin partial charges, in e, on atoms 1 to 6: H 0.047; N 0.079; C -0.418; N 0.000; H 0.121; H 0.101